A 10-piece molecular cluster, C40H62N10 overall. Source: the OMol25 dataset; level of theory: wB97M-V/def2-TZVPD.

As for the HOMO energy: -0.2980 Eh. The HOMO-LUMO gap comes out at 0.305 hartree. As for the SMILES: c1cc[nH]c1.c1cc[nH]c1.c1cc[nH]c1.c1cc[nH]c1.CCCC#N.CCCC#N.CCCC#N.CCCC#N.CCCC#N.CCCC#N. The energy above the lowest of the compared OMol25 structures with the same formula, charge and spin comes out at 82.5 kcal/mol. The net charge is 0. The LUMO energy comes out at 0.2 eV.

Element x y z (Å)
C: -0.61677 -5.35057 7.97979
C: 0.52603 -4.87780 8.67558
C: 1.31489 -4.09334 7.87555
N: 0.72592 -4.05685 6.63123
C: -0.50597 -4.77015 6.74814
H: -1.40596 -6.03032 8.26532
H: 0.71569 -5.12210 9.71035
H: 2.23036 -3.55759 8.07876
H: 1.11352 -3.48213 5.89668
H: -1.17806 -4.77984 5.90280
C: -1.11628 2.86473 -7.39026
C: 0.23140 3.04442 -7.15508
C: 0.77289 3.84693 -8.16413
N: -0.29008 4.20133 -8.89253
C: -1.40488 3.49442 -8.49365
H: -1.85234 2.31490 -6.82254
H: 0.79516 2.70118 -6.30024
H: 1.72066 4.26546 -8.46903
H: -0.34252 4.84776 -9.66680
H: -2.34943 3.63847 -8.99711
C: 11.20181 -2.64528 -1.81688
C: 12.58459 -2.68060 -1.72311
C: 12.81695 -3.24374 -0.55053
N: 11.65742 -3.37036 0.17764
C: 10.67582 -2.97541 -0.59653
H: 10.69581 -2.34407 -2.72222
H: 13.37503 -2.47195 -2.42887
H: 13.70858 -3.65183 -0.09791
H: 11.58425 -3.74558 1.11250
H: 9.61838 -2.97496 -0.37697
C: 0.79560 8.70429 -1.48046
C: 0.38972 9.98408 -1.16181
C: 0.39085 10.63866 -2.37129
N: 0.79296 9.77095 -3.36148
C: 0.98171 8.57288 -2.79971
H: 0.92467 7.89984 -0.77151
H: 0.10841 10.35137 -0.18592
H: 0.23449 11.67409 -2.63554
H: 0.85005 10.03340 -4.33512
H: 1.35931 7.75519 -3.39570
C: -0.80658 -7.38970 -0.14936
C: 0.51776 -7.80526 0.56271
C: 1.38615 -6.55808 0.62794
C: 2.73128 -6.80703 1.19145
N: 3.77015 -6.99022 1.64658
H: -1.25463 -6.57783 0.42353
H: -1.53678 -8.19803 -0.18828
H: -0.60241 -6.98281 -1.13975
H: 0.97567 -8.69341 0.12728
H: 0.26024 -8.12647 1.57197
H: 0.85401 -5.85986 1.27403
H: 1.54658 -6.04380 -0.31962
C: -5.04691 -3.03810 -4.90268
C: -6.40050 -3.31325 -4.32630
C: -7.26113 -2.12260 -4.05601
C: -7.77753 -1.48028 -5.26980
N: -8.13362 -0.95356 -6.23892
H: -4.45076 -2.35016 -4.30315
H: -5.09304 -2.55256 -5.87748
H: -4.49106 -3.97101 -4.99644
H: -6.20853 -3.76010 -3.35081
H: -6.88866 -4.09924 -4.90252
H: -6.72185 -1.41028 -3.43159
H: -8.15904 -2.39351 -3.50062
C: -10.33312 2.68920 2.05145
C: -9.08533 2.92885 2.96049
C: -7.76730 2.28806 2.39386
C: -7.98721 0.86352 2.02308
N: -8.14148 -0.24264 1.83416
H: -11.15622 3.29865 2.42450
H: -10.70124 1.66869 2.15696
H: -10.12408 2.87277 0.99753
H: -9.29249 2.56418 3.96658
H: -8.90309 4.00233 3.01087
H: -6.99993 2.30063 3.16787
H: -7.33207 2.70524 1.48577
C: 10.35445 3.79156 -3.25245
C: 9.27774 3.11572 -4.06676
C: 8.20199 2.46190 -3.17762
C: 7.53759 3.39469 -2.25556
N: 7.01003 4.10523 -1.50813
H: 10.87274 3.18539 -2.50946
H: 9.86156 4.60363 -2.71794
H: 11.02144 4.22392 -3.99830
H: 9.52378 2.34662 -4.79892
H: 8.88932 3.94665 -4.65564
H: 8.67554 1.67713 -2.58773
H: 7.52614 2.03326 -3.91763
C: -5.59969 -1.33883 8.12369
C: -5.24108 0.01094 8.80012
C: -3.78921 0.50311 8.75478
C: -3.41752 0.81952 7.39400
N: -3.15483 1.06722 6.27869
H: -5.12006 -2.20900 8.57185
H: -5.24007 -1.24226 7.09926
H: -6.65925 -1.56144 8.24963
H: -5.52682 -0.16738 9.83677
H: -5.86112 0.80378 8.38172
H: -3.04484 -0.21435 9.10013
H: -3.74314 1.40214 9.36938
C: -0.98906 -1.01323 0.05644
C: -0.61258 0.36379 -0.47750
C: 0.87379 0.70865 -0.24601
C: 1.84270 -0.30477 -0.75711
N: 2.55998 -1.04194 -1.20577
H: -0.48120 -1.79376 -0.51007
H: -1.98250 -1.37423 -0.20973
H: -0.80280 -1.12632 1.12444
H: -1.28406 0.99642 0.10300
H: -0.86325 0.57099 -1.51784
H: 0.95705 0.71395 0.84080
H: 1.21137 1.69908 -0.55125